# 1
Density functional theory data (the ωB97M-V functional and the def2-TZVPD basis) for a molecular structure, C38H35ClN2OsSi2.

XYZ file:
```
79
Properties=species:S:1:pos:R:3:forces:R:3:lowdin_spin:R:1
C -1.877 -2.328 3.041 -0.1511 0.3362 0.5571 0.021
C -2.843 -1.777 2.147 -0.7349 0.1037 0.6274 0.019
C -3.113 -2.750 1.139 -0.8892 -0.4985 0.8347 0.006
H -3.277 -0.784 2.209 0.0499 -0.2662 0.0718 0.003
C -2.318 -3.907 1.414 -0.4050 -1.2483 -0.0433 0.009
C -1.558 -3.647 2.591 -0.0334 -0.4159 -0.0309 0.009
H -0.839 -4.320 3.047 -0.2498 0.1078 -0.1173 0.001
H -1.429 -1.803 3.880 -0.1726 -0.0936 -0.1955 0.003
H -3.801 -2.630 0.310 0.1033 -0.0468 0.1538 0.001
H -2.283 -4.814 0.815 -0.1298 0.1697 0.3062 0.001
Os -1.055 -2.220 1.018 1.9118 1.2317 0.4967 0.268
Si 2.290 1.346 -0.031 -5.0997 0.4397 1.3464 0.033
C 1.617 2.836 -0.942 0.2631 -0.1954 -0.1114 0.018
C 2.333 3.323 -2.047 -0.2623 0.1832 -0.0687 0.007
H 3.244 2.807 -2.362 -0.2031 0.2749 0.0174 0.000
C 1.884 4.452 -2.736 0.0035 -0.0224 -0.0801 0.000
H 2.444 4.822 -3.597 -0.1324 -0.0680 0.2851 0.000
C 0.710 5.102 -2.338 0.1328 -0.3012 -0.0325 0.012
H 0.351 5.976 -2.886 0.1617 -0.2565 0.2050 0.000
C -0.007 4.615 -1.243 -0.0006 -0.2458 0.1832 0.005
H -0.933 5.103 -0.932 0.3073 -0.0587 -0.0563 0.000
C 0.451 3.498 -0.536 -0.1703 0.2588 -0.3384 0.004
H -0.106 3.155 0.339 0.1630 0.0772 -0.2038 0.001
C 0.880 -0.105 -0.207 1.2433 0.3252 0.8014 0.357
C -0.474 -0.042 0.283 0.7417 -0.1601 1.8797 0.064
H -0.773 0.749 0.975 0.0236 0.0018 -0.2747 0.009
C -1.588 -0.714 -0.410 -1.3640 1.8236 1.4444 0.164
H -2.579 -0.273 -0.354 0.1766 -0.2117 -0.2799 0.005
C -1.435 -2.144 -0.946 -0.5908 -3.5990 1.3404 0.123
H -2.179 -2.798 -1.368 -0.1781 0.0305 -0.1507 0.011
C 0.100 -2.485 -0.732 -0.5116 -2.3942 3.4063 0.032
H 0.385 -3.487 -1.040 -0.0760 0.3660 -0.3047 0.002
C 1.062 -1.366 -0.904 0.9873 0.5890 -1.7693 0.081
H 2.018 -1.604 -1.376 -0.3937 -0.0143 0.1302 0.001
H 0.496 -2.507 1.526 -0.2994 0.2371 0.2156 0.002
Si -0.493 -1.054 -1.853 3.0400 4.3880 -9.2838 0.157
C -0.360 -2.101 -3.525 -0.0249 0.8625 1.1426 0.161
C -1.512 -2.228 -4.291 -0.3376 -0.1583 -1.2746 0.071
H -2.438 -1.733 -3.987 0.2233 -0.0796 -0.1979 0.001
C -1.473 -2.974 -5.478 -0.0401 -0.1376 0.2939 0.000
H -2.374 -3.066 -6.087 0.2956 -0.0260 0.1535 0.000
C -0.280 -3.597 -5.871 -0.4516 0.2122 0.0303 0.068
H -0.247 -4.178 -6.795 0.0043 0.2552 0.2739 0.003
C 0.866 -3.477 -5.078 0.2031 0.2140 0.8182 0.035
H 1.799 -3.962 -5.371 -0.3303 0.0513 0.0816 0.002
C 0.824 -2.732 -3.886 0.5545 -0.2872 -1.2191 0.036
H 1.724 -2.649 -3.272 -0.2720 0.0000 -0.2813 0.001
C -0.771 0.553 -2.909 -0.3459 -0.7724 1.6651 0.189
C -1.892 1.365 -2.736 -0.9017 0.6858 -0.8770 0.026
H -2.660 1.124 -1.998 0.2767 0.1113 -0.2722 0.000
C -2.060 2.506 -3.533 -0.5207 -0.7803 1.1008 0.093
H -2.940 3.136 -3.393 0.2924 -0.1116 0.0132 0.003
C -1.104 2.841 -4.495 0.9499 -0.1402 -0.4588 0.129
H -1.235 3.730 -5.117 -0.0064 -0.3269 0.1476 0.004
C 0.033 2.042 -4.646 0.1287 0.0947 0.1883 -0.002
H 0.798 2.305 -5.378 -0.2386 -0.0582 0.2194 -0.002
C 0.200 0.907 -3.847 0.7571 0.5024 -1.4191 0.137
H 1.095 0.292 -3.977 -0.3255 0.1339 0.0095 0.002
H 3.626 1.244 -0.194 2.7647 -1.0425 -0.9135 -0.001
Cl 2.148 1.806 1.997 -0.0697 -0.1633 -0.1594 0.019
N 1.600 -2.048 4.560 0.2947 0.1759 0.2444 0.237
C 1.835 -0.872 5.176 -1.3409 0.0953 -0.9695 0.216
C 2.902 -0.688 6.071 1.2019 1.2398 1.2933 0.186
C 3.134 0.574 6.638 0.5828 -2.0632 -0.2078 0.084
C 2.325 1.664 6.327 -0.6914 0.7094 -0.3204 0.294
C 1.211 1.526 5.459 -0.1307 -0.6633 -0.3055 0.012
C 0.337 2.582 5.106 0.5573 0.1368 0.3798 0.150
C -0.731 2.325 4.267 -0.6015 -0.8670 -0.7270 0.034
C -0.935 1.014 3.797 -0.0881 1.5351 0.2205 0.122
N -0.126 0.002 4.111 0.8307 -0.9092 0.2908 0.144
C 0.938 0.234 4.900 -0.4503 0.5998 -0.1419 0.068
H 0.879 -2.136 3.850 0.1511 0.3587 0.2245 0.008
H 2.214 -2.835 4.717 -0.0757 0.1367 -0.0039 0.006
H 3.541 -1.542 6.301 -0.0811 0.3258 0.0394 0.006
H 3.968 0.698 7.329 -0.2539 -0.0582 -0.2303 0.000
H 2.525 2.650 6.752 0.0117 -0.3409 -0.0618 0.011
H 0.531 3.578 5.504 -0.1296 -0.2323 -0.1175 0.007
H -1.429 3.099 3.956 0.2030 -0.0615 0.1656 0.000
H -1.789 0.795 3.153 0.1634 -0.0040 0.2008 0.012
```
Forces are in eV/Å.

## Properties
Charge   +2
Lowest unoccupied orbital energy (spin up / spin down)   -5.87 / -9.55 eV
Expectation value of S²   6.062
HOMO energy (spin up / spin down)   -8.5042 / -13.6179 eV
Strongest force on any atom   10.7 eV/A
Multiplicity   5
Calculated total energy   -2707.5280 Eh
Gap between HOMO and LUMO (spin up / spin down)   2.63 / 4.07 eV

***

# 2
Density functional theory data (the ωB97M-V functional and the def2-TZVPD basis) for C20H23NO3 in the gas phase.

XYZ file:
```
47
Properties=species:S:1:pos:R:3:forces:R:3:nbo_charge:R:1
C -5.096 -2.328 -2.048 0.3421 0.0404 0.3042 -0.617
C -3.911 -2.579 -1.128 -0.1482 -0.2484 -0.2119 -0.061
O -3.597 -1.358 -0.491 -0.0370 0.1747 0.0420 -0.506
C -2.546 -1.321 0.378 0.1195 0.1600 0.1034 0.280
C -2.285 -0.087 0.971 -0.1616 -0.2571 -0.1652 -0.233
C -1.223 0.081 1.836 0.1268 -0.0364 0.1925 -0.299
C -0.388 -0.993 2.132 -0.2127 -0.2733 -0.1885 0.346
O 0.709 -0.942 2.946 0.0114 -0.1545 -0.0720 -0.512
C 1.164 0.316 3.389 0.1626 0.1889 0.2283 -0.086
C 1.549 1.262 2.276 0.0031 -0.0246 0.0031 -0.050
C 1.578 2.633 2.501 0.0014 -0.1907 0.0162 -0.210
C 1.929 3.500 1.482 0.0067 0.0835 -0.0181 -0.203
C 2.223 3.011 0.221 0.0028 -0.0689 -0.0948 -0.182
C 2.172 1.645 -0.020 0.1863 0.1193 0.2293 -0.103
C 2.491 1.121 -1.387 -0.1509 -0.0741 0.0522 0.661
O 3.553 1.340 -1.944 0.2320 0.1594 -0.0760 -0.619
N 1.520 0.383 -1.960 0.0254 -0.1070 -0.1897 -0.428
C 0.162 0.201 -1.488 -0.5240 -0.0118 0.3123 -0.214
C -0.628 -0.074 -2.765 0.1075 -0.0643 0.0904 -0.407
C 0.378 -0.861 -3.603 -0.0006 0.1272 0.0512 -0.411
C 1.697 -0.153 -3.302 0.3672 -0.0569 -0.2951 -0.212
C 1.864 0.774 1.017 0.0750 0.1059 -0.0288 -0.197
C -0.664 -2.232 1.561 0.2151 0.2996 0.2294 -0.255
C -1.728 -2.401 0.695 -0.2416 -0.0129 -0.1955 -0.295
H -5.945 -1.974 -1.470 -0.1138 0.0128 0.0243 0.215
H -5.369 -3.247 -2.559 -0.0475 -0.0849 -0.0659 0.213
H -4.840 -1.571 -2.785 -0.0014 0.0503 -0.1013 0.213
H -3.049 -2.936 -1.710 -0.0510 0.0155 0.1229 0.167
H -4.168 -3.342 -0.380 0.1020 0.0666 -0.0575 0.172
H -2.931 0.742 0.731 -0.0797 0.1212 -0.0347 0.225
H -1.049 1.055 2.264 0.0373 0.0935 0.0311 0.226
H 2.046 0.083 3.997 -0.1880 0.0636 -0.0333 0.212
H 0.419 0.790 4.044 0.0802 -0.0462 -0.0758 0.180
H 1.330 3.018 3.480 -0.0519 0.0559 0.1048 0.210
H 1.964 4.563 1.670 -0.0024 0.0902 0.0064 0.216
H 2.490 3.681 -0.582 0.0428 0.0628 -0.0775 0.225
H 0.099 -0.661 -0.814 -0.0851 0.0834 0.0264 0.195
H -0.192 1.082 -0.949 0.0094 -0.1075 -0.0134 0.219
H -0.877 0.864 -3.262 -0.0339 0.0506 -0.0128 0.202
H -1.547 -0.621 -2.568 -0.0941 0.0146 0.0259 0.219
H 0.420 -1.895 -3.259 -0.0088 -0.0548 -0.0136 0.201
H 0.143 -0.856 -4.665 0.0266 -0.0651 -0.0331 0.218
H 1.887 0.670 -4.000 0.0337 -0.0889 0.0196 0.200
H 2.562 -0.819 -3.328 -0.0404 0.0773 -0.0865 0.213
H 1.873 -0.291 0.843 -0.0868 -0.1175 -0.0404 0.226
H -0.023 -3.064 1.805 0.0852 -0.0972 0.0229 0.224
H -1.903 -3.378 0.272 -0.0410 -0.0745 -0.0574 0.222
```
Forces are in eV/Å.

## Properties
Charge   0
Lowest unoccupied orbital energy   0.69 eV
HOMO energy   -8.1185 eV
Strongest force on any atom   0.6 eV/A
Calculated total energy   -1056.3992 Eh
SMILES   CCOc1ccc(OCc2cccc(C(=O)N3CCCC3)c2)cc1
Gap between HOMO and LUMO   8.81 eV

***

# 3
Density functional theory data (the ωB97M-V functional and the def2-TZVPD basis) for C2H3F5N2O in the gas phase.

XYZ file:
```
13
Properties=species:S:1:pos:R:3:forces:R:3:nbo_charge:R:1
O 0.192 0.405 -0.619 -1.4585 2.5328 1.2853 -0.699
C 0.414 -0.613 0.281 4.5617 -2.6310 -1.0131 -0.098
C 0.173 -1.983 -0.446 -1.1123 1.9581 0.7177 0.468
F 0.534 -2.988 0.394 0.2524 0.3070 -0.3128 -0.299
N -1.283 -2.268 -0.604 0.0939 -2.3967 -0.9632 0.274
F -1.880 -1.745 -1.730 0.5914 0.7963 0.5524 -0.203
F -1.876 -1.696 0.469 -0.8900 0.7243 0.2580 -0.212
N 0.986 -2.082 -1.622 0.9402 0.0482 -0.5709 0.287
F 0.887 -0.935 -2.364 0.1780 0.1034 -0.1147 -0.195
F 0.428 -2.963 -2.480 -0.4740 -1.4085 -0.3831 -0.204
H 0.041 1.302 -0.201 0.2413 -1.7813 -0.3495 0.496
H 1.593 -0.714 0.484 -2.3549 0.4083 0.0535 0.171
H -0.109 -0.851 1.180 -0.5692 1.3390 0.8405 0.215
```
Forces are in eV/Å.

## Properties
Charge   0
Lowest unoccupied orbital energy   0.45 eV
HOMO energy   -10.6324 eV
Strongest force on any atom   5.4 eV/A
Calculated total energy   -761.7662 Eh
SMILES   OCC(F)(N(F)F)N(F)F
Gap between HOMO and LUMO   11.08 eV

***

# 4
Density functional theory data (the ωB97M-V functional and the def2-TZVPD basis) for a molecular structure, C24H48N3O6PS4.

XYZ file:
```
86
Properties=species:S:1:pos:R:3:forces:R:3:mulliken_charge:R:1
O -1.791 -2.282 -1.313 -0.0047 -0.0053 0.0117 -0.673
S -2.346 -3.544 -1.774 -0.1796 0.1467 0.3734 1.009
O -2.069 -4.709 -0.972 0.1075 -0.0496 -0.0020 -0.848
C -1.554 -3.816 -3.336 0.3315 0.1183 -0.3502 -0.949
C -1.529 -2.608 -4.265 -0.0820 -0.1050 -0.2473 -0.622
C -2.900 -2.167 -4.756 0.2154 0.2299 0.1033 1.096
S -2.847 -0.592 -5.672 -0.2526 -0.0763 -0.2548 -0.184
C -3.842 0.522 -4.744 0.2571 -0.2741 -0.0250 -0.006
S -4.877 1.505 -5.477 -0.1106 0.3318 -0.1288 -0.168
N -3.559 0.641 -3.359 -0.1117 -0.0382 -0.1450 0.294
C -3.891 -0.210 -2.325 -0.0567 0.2780 -0.1399 -0.056
C -3.358 0.367 -1.216 -0.1660 -0.2219 0.0688 -0.953
N -2.712 1.533 -1.530 0.1883 0.1301 -0.0439 -0.516
C -2.853 1.673 -2.825 0.1161 0.1172 0.5905 -0.238
N -3.896 -3.293 -2.021 0.2711 -0.2958 -0.0562 -0.222
S -4.825 -4.487 -2.528 -0.3109 -0.0942 0.0572 1.114
O -4.200 -5.319 -3.537 0.1789 0.0271 0.0056 -0.679
O -5.545 -5.137 -1.471 0.1079 -0.0925 -0.0097 -0.672
C -6.032 -3.546 -3.465 -0.1006 0.2299 0.0774 -0.359
O -7.052 -3.128 -2.588 -0.1375 0.1685 -0.1182 -0.206
O -7.806 -2.154 -3.339 0.0736 -0.0387 0.0925 -0.407
H -0.526 -4.057 -3.074 0.0866 -0.0916 0.1564 0.382
H -1.982 -4.687 -3.816 -0.2630 -0.1354 0.0495 0.470
H -1.023 -1.764 -3.806 0.0128 0.0405 0.2422 0.176
H -0.933 -2.909 -5.128 0.1232 0.1109 -0.1287 0.418
H -3.589 -2.074 -3.926 0.0647 0.0443 -0.0305 -1.612
H -3.324 -2.874 -5.462 -0.0659 -0.1974 -0.0212 0.620
H -4.459 -1.109 -2.477 0.0317 0.0362 0.1999 0.776
H -3.403 -0.029 -0.219 0.0312 0.0271 0.1131 0.466
H -2.471 2.497 -3.397 -0.0422 -0.0033 -0.2723 0.421
H -5.535 -2.673 -3.877 0.0632 0.0521 -0.1624 0.204
H -6.394 -4.175 -4.275 -0.1412 -0.1897 0.0286 0.481
H -8.670 -2.583 -3.369 -0.0480 -0.0474 0.0045 0.315
C 0.977 5.017 0.738 0.0488 -0.0131 -0.0349 -1.456
C 1.595 3.863 -0.048 -0.0632 0.0553 0.0659 0.097
C 0.769 2.580 0.033 0.2620 0.0273 -0.0619 -0.935
C 0.844 1.844 1.378 -0.3688 0.1359 0.0837 -1.250
P 2.276 0.785 1.648 0.0529 -0.1424 -0.1626 1.103
C 2.419 -0.294 0.208 -0.0409 -0.0368 -0.2582 -1.451
C 1.150 -1.021 -0.268 -0.0925 0.0008 0.0424 -0.388
C 0.673 -2.218 0.550 0.0844 -0.1245 0.1428 0.413
C 1.740 -3.261 0.860 0.0019 0.1007 0.0051 -1.535
C 1.936 -0.270 3.069 -0.1680 -0.0193 0.3519 -0.717
C 1.640 0.318 4.459 0.0832 0.0758 0.0221 -0.922
C 2.826 0.797 5.300 0.0356 0.0410 -0.0696 0.151
C 4.033 -0.134 5.293 -0.0379 0.0365 0.0391 -1.380
C 3.899 1.590 1.658 0.4047 0.1922 0.0120 -0.968
C 4.400 2.538 2.757 -0.1154 -0.1015 0.1832 -1.053
C 3.495 3.723 3.133 0.1433 0.1128 -0.0472 0.390
C 3.947 5.038 2.503 -0.0515 -0.0434 0.0111 -1.775
H 0.841 4.771 1.794 -0.0109 0.0134 -0.0079 0.269
H 1.605 5.906 0.688 -0.0155 0.0029 0.0055 0.402
H 0.000 5.275 0.328 -0.0256 -0.0211 0.0180 0.426
H 2.621 3.693 0.295 -0.0559 -0.0219 -0.0297 -0.286
H 1.673 4.153 -1.097 0.0055 0.0026 -0.0128 0.477
H 1.053 1.902 -0.773 -0.0176 -0.0401 -0.0116 0.350
H -0.277 2.820 -0.150 -0.1438 -0.0527 -0.0263 0.590
H -0.003 1.151 1.450 0.0507 -0.0581 -0.0101 0.648
H 0.714 2.534 2.215 0.0992 -0.0343 0.0171 0.792
H 3.241 -0.991 0.396 -0.0550 -0.0198 0.1011 0.782
H 2.773 0.356 -0.599 0.0158 0.0517 0.0558 0.460
H 1.348 -1.366 -1.286 0.0491 0.0148 -0.0070 0.606
H 0.324 -0.312 -0.362 -0.0122 -0.0171 -0.0855 0.005
H -0.124 -2.674 -0.031 -0.0745 -0.0288 0.0457 -0.136
H 0.189 -1.895 1.477 -0.0187 -0.0022 -0.0426 0.215
H 2.165 -3.669 -0.060 0.0255 0.0039 -0.0068 0.352
H 1.303 -4.089 1.415 0.0017 -0.0349 -0.0246 0.430
H 2.567 -2.868 1.462 -0.0085 -0.0192 -0.0116 0.279
H 2.704 -1.045 3.108 0.0814 0.0693 -0.0223 0.610
H 1.027 -0.790 2.757 0.0626 -0.0054 -0.1139 -0.045
H 1.130 -0.473 5.012 -0.0186 -0.0416 -0.0415 0.470
H 0.913 1.129 4.365 -0.0342 -0.0207 0.0132 0.323
H 2.475 0.909 6.328 -0.0304 0.0154 0.0007 0.456
H 3.123 1.800 4.990 0.0109 -0.0326 -0.0329 -0.237
H 3.781 -1.112 5.706 -0.0015 -0.0211 -0.0308 0.366
H 4.839 0.283 5.896 0.0015 -0.0263 0.0329 0.408
H 4.433 -0.289 4.289 0.0058 -0.0010 -0.0054 0.296
H 3.986 2.074 0.681 -0.1685 -0.0173 -0.0218 0.694
H 4.595 0.744 1.606 -0.0531 -0.0444 -0.0319 0.570
H 5.361 2.925 2.412 0.0169 0.0088 -0.0405 0.610
H 4.641 1.950 3.641 -0.0783 -0.0317 -0.0230 0.150
H 3.502 3.845 4.218 -0.0268 -0.0038 0.0056 0.515
H 2.457 3.524 2.862 0.0173 -0.0278 0.0032 -0.228
H 4.918 5.335 2.902 0.0194 -0.0150 -0.0317 0.469
H 3.240 5.840 2.715 0.0095 0.0144 0.0019 0.386
H 4.041 4.954 1.418 0.0103 0.0128 0.0083 0.329
```
Forces are in eV/Å.

## Properties
Charge   0
Lowest unoccupied orbital energy   -0.32 eV
HOMO energy   -8.0174 eV
Strongest force on any atom   0.6 eV/A
Calculated total energy   -3492.9079 Eh
Gap between HOMO and LUMO   7.70 eV